--- A ---
This record from the OMol25 dataset describes one molecule with the formula C3H3FN2O2. The level of theory is wB97M-V/def2-TZVPD.

For the HOMO-LUMO gap, the calculation gives 11.356 eV. As for the LUMO energy: 0.7 eV. The value obtained for the HOMO energy is -10.69 eV. The SMILES is O=C1NC(=O)[C@@H](F)N1.

Last column: Löwdin charge in e.
Element x y z (Å)
C (1.026, -0.676, 0.265)  -0.34
H (0.093, 0.209, 2.128)  0.17
H (0.649, -1.255, -1.703)  0.15
C (0.223, 0.553, 1.043)  -0.18
C (-0.910, -0.133, -0.991)  -0.53
O (-1.695, -0.096, -1.908)  0.10
O (2.090, -1.099, 0.528)  0.15
H (-1.807, 1.078, 0.407)  0.12
N (0.217, -0.916, -0.880)  0.19
N (-0.949, 0.692, 0.138)  0.14
F (1.063, 1.645, 0.973)  0.02

=====

--- B ---
This record from the OMol25 dataset describes one molecule with the formula C3H3FN2O2. The level of theory is wB97M-V/def2-TZVPD.

For the HOMO-LUMO gap, the calculation gives 10.150 eV. As for the LUMO energy: 0.4 eV. The value obtained for the HOMO energy is -9.72 eV. The SMILES is Nn1cc(F)c(=O)o1.

Last column: Löwdin charge in e.
Element x y z (Å)
H (-2.621, 0.629, -0.079)  0.10
H (-0.247, -2.054, -0.298)  0.15
O (-0.043, 1.236, -0.262)  0.07
N (-1.930, -0.033, 0.275)  0.08
N (-0.788, 0.020, -0.503)  -0.16
C (1.339, -0.533, -0.095)  -0.19
C (1.275, 0.943, -0.094)  -0.42
C (0.125, -1.024, -0.275)  0.02
F (2.493, -1.172, 0.061)  0.11
H (-1.735, 0.213, 1.241)  0.10
O (2.132, 1.776, 0.028)  0.14

=====

What is the stability order? It is A, B, from most stable to least stable.

=====

--- A ---
This record from the OMol25 dataset describes C5H7NS as an isolated structure. The level of theory is wB97M-V/def2-TZVPD.

For the HOMO-LUMO gap, the calculation gives 9.385 eV. As for the LUMO energy: 0.8 eV. The value obtained for the HOMO energy is -8.54 eV.

Last column: Löwdin charge in e.
Element x y z (Å)
N (1.081, -0.361, -1.724)  0.05
C (-0.943, -1.009, -0.199)  -0.23
H (-1.819, 0.922, -0.750)  0.13
C (-0.879, 0.530, -0.290)  -0.59
C (0.302, -0.871, 0.682)  -0.40
H (-0.870, -1.667, -1.030)  0.09
C (0.436, 0.814, -1.017)  -0.22
H (0.767, 1.826, -1.287)  0.13
S (-0.534, 0.643, 1.398)  0.93
H (0.708, -1.638, 1.331)  0.11
C (1.290, -0.250, -0.298)  -0.31
H (0.399, -1.024, -1.922)  0.04
H (2.445, -0.208, -0.173)  0.17
H (-1.879, -1.252, 0.267)  0.10

=====

--- B ---
This record from the OMol25 dataset describes C5H7NS as an isolated structure. The level of theory is wB97M-V/def2-TZVPD.

For the HOMO-LUMO gap, the calculation gives 9.500 eV. As for the LUMO energy: 0.9 eV. The value obtained for the HOMO energy is -8.58 eV.

Last column: Löwdin charge in e.
Element x y z (Å)
H (-0.766, -1.689, -1.276)  0.15
H (0.895, 0.304, -2.110)  0.10
H (1.481, 1.890, -0.035)  0.10
H (-2.453, -0.605, 0.011)  0.08
C (-0.561, -0.698, 0.748)  -0.32
C (0.662, 0.110, -1.064)  -0.44
H (-0.789, -1.563, 1.365)  0.14
H (-0.338, 1.882, -0.059)  0.12
C (0.651, 0.163, 1.050)  -0.45
H (0.883, 0.419, 2.097)  0.11
C (-0.573, -0.751, -0.709)  -0.31
C (0.591, 1.261, -0.038)  -0.24
N (-1.642, -0.033, 0.000)  0.07
S (1.958, -0.690, 0.020)  0.87

=====

--- C ---
This record from the OMol25 dataset describes one molecule with the formula C5H7NS. The level of theory is wB97M-V/def2-TZVPD.

For the HOMO-LUMO gap, the calculation gives 9.828 eV. As for the LUMO energy: 0.9 eV. The value obtained for the HOMO energy is -8.88 eV. The SMILES is SN=C1CC=CC1.

Last column: Löwdin charge in e.
Element x y z (Å)
C (1.832, -0.224, -0.037)  -0.08
H (2.875, -0.482, -0.163)  0.09
H (1.960, 1.961, 0.026)  0.11
H (-0.502, 1.788, -0.802)  0.13
S (-3.025, 0.253, -0.027)  0.72
H (-3.945, -0.705, -0.026)  -0.16
H (0.794, -1.910, 0.893)  0.12
C (1.355, 1.043, -0.009)  -0.12
C (0.709, -1.265, 0.005)  -0.12
C (-0.128, 1.121, 0.032)  -0.17
H (0.789, -1.910, -0.848)  0.10
H (-0.437, 1.602, 0.930)  0.09
N (-1.712, -0.885, 0.030)  -0.30
C (-0.564, -0.387, -0.001)  -0.41

=====

What is the stability order? It is C, B, A, from most stable to least stable.

=====

--- A ---
This record from the OMol25 dataset describes one molecule with the formula C5H7NS. The level of theory is wB97M-V/def2-TZVPD.

For the HOMO-LUMO gap, the calculation gives 9.219 eV. As for the LUMO energy: 0.7 eV. The value obtained for the HOMO energy is -8.49 eV. The SMILES is CS/C=C\[C@H]1C=N1.

Last column: Löwdin charge in e.
Element x y z (Å)
H (-2.625, 1.645, -0.279)  0.01
S (-0.408, 0.776, -0.389)  0.82
C (2.579, -0.211, -0.368)  -0.33
C (2.671, 1.142, -0.137)  -0.20
H (2.128, 2.034, -0.227)  0.08
H (-2.683, -0.011, 0.137)  -0.01
H (1.855, -1.839, 1.061)  0.11
H (-0.419, -1.226, 1.277)  0.12
C (-2.158, 0.846, 0.244)  -0.36
H (2.875, -0.549, -1.333)  0.11
C (1.554, -1.022, 0.350)  -0.17
H (-2.005, 1.145, 1.346)  0.07
N (3.696, 0.598, 0.383)  0.20
C (0.276, -0.580, 0.549)  -0.44

=====

--- B ---
This record from the OMol25 dataset describes one molecule with the formula C5H7NS. The level of theory is wB97M-V/def2-TZVPD.

For the HOMO-LUMO gap, the calculation gives 8.613 eV. As for the LUMO energy: 0.3 eV. The value obtained for the HOMO energy is -8.31 eV. The SMILES is S=CN1C=CCC1.

Last column: Löwdin charge in e.
Element x y z (Å)
S (-2.484, -0.206, -0.025)  0.58
H (0.078, -1.543, 0.696)  0.08
C (1.167, 1.140, -0.055)  -0.13
C (-1.123, 0.686, 0.272)  -0.65
C (2.377, 0.615, -0.130)  -0.04
H (2.546, -1.053, 1.449)  0.16
H (-1.349, 1.790, 0.498)  0.09
H (2.658, -1.512, -0.506)  0.06
H (3.263, 1.019, -0.260)  0.04
H (0.838, 2.165, -0.209)  0.12
H (0.375, -1.694, -1.250)  0.19
C (2.165, -0.952, 0.263)  -0.08
N (0.100, 0.245, -0.173)  -0.24
C (0.519, -1.089, -0.152)  -0.17

=====

What is the stability order? It is B, A, from most stable to least stable.

=====

--- A ---
This record from the OMol25 dataset describes one molecule with the formula C20H24ClN3O3S. The level of theory is wB97M-V/def2-TZVPD.

For the HOMO-LUMO gap, the calculation gives 9.105 eV. As for the LUMO energy: 0.6 eV. The value obtained for the HOMO energy is -8.51 eV. The SMILES is COCc1csc(C(=O)N2CCC[C@@H](NC(=O)c3ccc(Cl)c(N)c3)[C@@H]2C)c1.

Last column: Löwdin charge in e.
Element x y z (Å)
C (-1.057, 1.022, -0.432)  -0.46
C (-1.356, 2.262, 0.042)  -0.04
Cl (-3.569, 1.197, -11.672)  0.69
C (-0.684, -0.212, -3.367)  -0.26
H (-2.408, 0.667, -4.257)  0.08
H (-1.849, 5.801, 3.312)  0.09
H (-0.969, -1.232, -3.661)  0.15
C (-0.915, 1.554, -6.304)  -0.44
C (-2.497, 2.354, -8.008)  0.04
C (2.253, -0.615, -3.307)  -0.16
O (1.264, 0.988, -0.699)  0.10
N (-0.447, 0.405, -5.752)  0.10
O (-2.184, 4.161, 2.179)  -0.17
C (-1.943, 0.635, -3.273)  -0.03
H (-0.722, 3.122, -0.122)  0.14
H (0.464, 1.390, -4.211)  0.16
C (-2.649, 5.382, 2.707)  -0.11
H (-4.042, 0.789, 1.399)  0.08
H (-0.642, -0.464, -6.222)  0.13
C (0.241, 0.354, -4.475)  -0.26
H (-4.355, 3.328, -10.531)  0.05
C (-3.150, 2.313, -9.240)  -0.33
H (-1.715, 1.660, -2.982)  0.09
C (-2.795, 1.282, -10.116)  -0.59
H (-3.462, 4.227, 0.567)  0.13
C (-1.207, 0.396, -8.552)  -0.05
C (-3.138, 1.056, 0.873)  -0.35
S (-2.231, -0.137, 0.053)  1.07
H (2.162, 0.043, -5.377)  0.12
C (-3.155, 3.538, 1.366)  -0.20
H (-0.432, -0.322, -8.322)  0.11
H (-4.051, 3.295, 1.953)  0.13
H (-3.534, 5.232, 3.337)  0.09
H (-2.904, 6.089, 1.909)  0.09
H (-1.580, -0.421, -10.506)  0.11
H (2.618, 0.348, -2.944)  0.12
C (0.190, 0.613, -1.129)  -0.46
C (-1.548, 1.409, -7.660)  -0.14
H (-2.725, 3.141, -7.300)  0.13
H (1.759, -1.284, -1.307)  0.13
H (-4.115, 4.088, -9.040)  0.10
H (1.274, -1.437, -5.035)  0.12
N (-4.137, 3.224, -9.554)  0.10
O (-0.849, 2.634, -5.743)  0.07
H (3.114, -1.276, -3.421)  0.11
C (-2.573, 2.293, 0.776)  -0.29
C (-1.836, 0.343, -9.785)  -0.10
C (1.286, -1.183, -2.281)  -0.15
H (-2.664, 0.221, -2.574)  0.05
H (0.940, -2.172, -2.603)  0.13
C (1.529, -0.446, -4.634)  -0.14
N (0.096, -0.349, -2.124)  -0.03

=====

--- B ---
This record from the OMol25 dataset describes one molecule with the formula C20H24ClN3O3S. The level of theory is wB97M-V/def2-TZVPD.

For the HOMO-LUMO gap, the calculation gives 9.139 eV. As for the LUMO energy: 0.5 eV. The value obtained for the HOMO energy is -8.63 eV. The SMILES is COCc1csc(C(=O)N2CCC[C@@H](NC(=O)c3ccc(Cl)c(N)c3)[C@@H]2C)c1.

Last column: Löwdin charge in e.
Element x y z (Å)
C (4.143, -1.598, 0.379)  -0.14
C (-4.141, -0.263, -2.787)  -0.33
H (-0.557, -0.947, -4.146)  0.11
H (-1.671, 1.857, 2.169)  0.13
C (4.228, -0.700, -0.855)  -0.15
H (2.917, -1.762, -2.199)  0.12
C (2.961, -0.781, -1.708)  -0.14
H (-1.901, 2.169, 3.903)  0.13
H (-6.147, 0.043, -2.978)  0.05
H (4.122, -2.654, 0.092)  0.13
H (4.982, -1.437, 1.047)  0.12
C (1.728, -1.621, 0.294)  -0.26
C (-3.924, -0.755, -4.077)  -0.59
H (1.023, 1.265, 1.504)  0.12
O (-0.567, 3.419, 2.929)  -0.17
C (1.790, -0.140, 2.958)  -0.46
C (1.692, -0.614, -0.872)  -0.26
C (-1.503, 4.369, 2.477)  -0.12
N (2.912, -1.283, 1.097)  -0.01
C (-1.549, -0.783, -3.746)  -0.05
H (-0.982, 5.317, 2.372)  0.09
H (5.101, -0.966, -1.454)  0.11
H (0.494, -1.499, -2.389)  0.14
N (-5.414, -0.057, -2.295)  0.10
C (-0.607, -0.023, -1.510)  -0.43
H (4.372, 0.329, -0.514)  0.12
H (-3.134, 0.357, -0.989)  0.12
C (-0.086, 1.147, 3.404)  -0.29
H (0.550, -2.379, 1.943)  0.09
N (0.517, -0.757, -1.709)  0.12
H (-0.217, -2.481, 0.361)  0.09
C (-1.740, -0.298, -2.455)  -0.14
O (4.096, -0.558, 2.885)  0.05
C (3.023, -0.671, 2.314)  -0.46
H (2.982, -0.028, -2.498)  0.12
H (1.646, 0.390, -0.449)  0.15
C (0.946, 0.815, 2.484)  -0.08
C (-3.018, -0.035, -1.992)  0.04
H (-2.326, 4.491, 3.192)  0.09
Cl (-5.292, -1.039, -5.113)  0.69
H (-1.923, 4.079, 1.506)  0.09
C (0.021, 0.434, 4.560)  -0.35
H (-2.531, -1.364, -5.568)  0.11
C (-1.156, 2.144, 3.096)  -0.19
S (1.369, -0.617, 4.551)  1.08
H (-0.150, -0.935, 1.199)  0.06
O (-0.706, 0.804, -0.617)  0.06
H (1.990, -2.592, -0.148)  0.14
H (-5.487, 0.574, -1.515)  0.10
C (0.399, -1.849, 1.003)  -0.02
C (-2.650, -1.005, -4.555)  -0.10
H (-0.625, 0.484, 5.422)  0.08

=====

What is the stability order? It is B, A, from most stable to least stable.

=====

--- A ---
This record from the OMol25 dataset describes one molecule with the formula C3H3OP. The level of theory is wB97M-V/def2-TZVPD.

For the HOMO-LUMO gap, the calculation gives 8.100 eV. As for the LUMO energy: -0.5 eV. The value obtained for the HOMO energy is -8.60 eV. The SMILES is O=PC1C=C1.

Last column: Löwdin charge in e.
Element x y z (Å)
H (1.627, 0.837, 1.423)  0.09
O (-2.386, -0.723, 0.606)  -0.53
H (0.908, -1.656, -0.593)  0.11
C (0.835, -0.659, -0.143)  -0.09
H (0.045, 1.122, -1.258)  0.03
P (-2.003, 0.295, -0.399)  0.86
C (-0.072, 0.506, -0.352)  -0.47
C (1.047, 0.278, 0.715)  0.00

=====

--- B ---
This record from the OMol25 dataset describes a 2-piece molecular cluster, C3H3OP overall. The level of theory is wB97M-V/def2-TZVPD.

For the HOMO-LUMO gap (spin up / spin down), the calculation gives 8.093 / 8.093 eV. As for the LUMO energy (spin up / spin down): -1.3 / -1.3 eV. The value obtained for the HOMO energy (spin up / spin down) is -9.37 / -9.37 eV.

Last column: Löwdin charge in e.
Element x y z (Å)
H (0.775, -1.601, -0.137)  -0.08
C (-1.440, -0.231, 0.119)  -0.48
P (1.315, -0.388, 0.123)  0.75
C (0.955, 1.264, 0.029)  -0.19
H (-1.430, 2.009, 0.270)  0.04
O (-1.346, -1.405, 0.178)  0.03
H (2.469, -0.621, -0.692)  -0.06
C (-1.296, 0.971, 0.109)  -0.01

=====

--- C ---
This record from the OMol25 dataset describes a 2-piece molecular cluster, C3H3OP overall. The level of theory is wB97M-V/def2-TZVPD.

For the HOMO-LUMO gap (spin up / spin down), the calculation gives 6.665 / 6.669 eV. As for the LUMO energy (spin up / spin down): -1.6 / -1.6 eV. The value obtained for the HOMO energy (spin up / spin down) is -8.27 / -8.27 eV.

Last column: Löwdin charge in e.
Element x y z (Å)
P (0.889, 2.099, -1.356)  0.66
H (0.518, 1.488, -2.479)  -0.18
C (-0.420, -2.323, 1.535)  0.00
C (-0.062, -0.066, 0.376)  -0.07
C (0.431, 0.837, -0.227)  -0.65
H (-0.200, 3.188, -1.492)  -0.07
H (0.073, -2.246, 2.539)  0.13
O (-1.229, -2.977, 1.104)  0.17

=====

What is the stability order? It is A, C, B, from most stable to least stable.